# 1
Formula: C5H8O3P
Source: the OMol25 dataset
Level of theory: ωB97M-V with the def2-TZVPD basis set

For the LUMO energy, the calculation gives 3.333 eV. As for the charge: -1. For the energy above the lowest of the compared OMol25 structures with the same formula, charge and spin, the calculation gives 434.4 kJ/mol.

XYZ file:
```
17
Properties=species:S:1:pos:R:3:forces:R:3
C 0.680 0.197 0.830 -0.156 -2.470 -0.282
C 0.668 -1.044 0.286 -0.192 0.583 1.203
C -2.882 -0.783 0.524 0.963 0.199 3.322
C 1.100 -1.769 -0.957 1.596 0.032 -1.871
C -0.059 2.617 -0.279 0.472 -2.499 -3.148
O -2.901 -0.839 -0.594 -0.446 -0.258 -4.860
O -2.814 -0.724 1.668 -0.396 0.048 1.597
O 0.081 -2.090 1.048 -0.111 -0.595 -0.407
P 1.449 1.405 -0.159 -0.042 2.099 0.720
H 0.497 -1.478 -1.840 0.021 -0.166 0.421
H 0.975 -2.877 -0.809 0.324 1.131 -0.208
H 2.182 -1.528 -1.325 -1.705 -0.435 0.963
H -0.951 2.052 0.025 0.315 0.534 0.304
H -0.134 2.791 -1.394 -0.256 -0.018 0.970
H 0.134 3.540 0.143 0.049 1.761 1.301
H -0.076 -1.690 1.894 -0.273 0.623 0.837
H 2.052 2.219 0.940 -0.161 -0.569 -0.860
```
Positions in Å, forces in eV/Å.

# 2
Formula: C10H16NOP
Source: the OMol25 dataset
Level of theory: ωB97M-V with the def2-TZVPD basis set

For the LUMO energy, the calculation gives 0.127 eV. As for the charge: 0. As for the SMILES: c1ccccc1.C=C(C)C.NP=O. For the energy above the lowest of the compared OMol25 structures with the same formula, charge and spin, the calculation gives 299.2 kJ/mol.

XYZ file:
```
29
Properties=species:S:1:pos:R:3:forces:R:3
C 0.145 -2.560 0.190 -0.337 1.180 0.662
C 0.887 -3.304 -0.710 -0.977 -0.515 0.813
C 0.567 -1.337 0.732 1.344 -1.182 -1.702
C 2.113 -2.890 -1.135 1.227 1.152 -0.965
C 1.779 -0.845 0.219 1.490 0.819 -0.166
C 2.514 -1.628 -0.696 -0.079 0.086 0.331
C -1.901 1.929 -0.292 2.789 -4.049 -1.012
C -2.924 -0.299 0.654 -3.017 3.652 -3.499
C -4.395 1.329 -0.484 0.232 -0.340 -2.062
C -2.998 0.867 -0.050 -0.202 0.279 0.687
N 4.485 2.734 1.348 -0.798 -0.003 -1.367
O 3.860 1.873 -0.969 -0.340 0.278 -0.506
P 4.311 1.407 0.342 1.020 -0.080 0.722
H -0.862 -2.827 0.503 0.236 -0.655 -0.151
H 0.460 -4.246 -0.929 -0.159 -0.907 -0.755
H -0.078 -0.976 1.487 -0.110 1.173 0.589
H 2.770 -3.365 -1.908 -0.943 0.001 1.015
H 2.352 0.141 0.419 -1.914 -1.687 0.260
H -0.842 1.407 -0.100 -2.151 1.170 -0.220
H -1.796 2.308 -1.325 -0.595 -0.466 0.289
H -1.946 2.762 0.312 -0.427 1.746 1.610
H -2.168 -0.757 1.083 3.997 -1.497 1.834
H -3.795 -0.900 0.621 -1.010 -0.414 0.218
H 3.466 -1.272 -1.069 -0.054 0.316 0.086
H -4.915 1.732 0.339 -0.416 0.938 1.168
H -4.422 2.120 -1.331 0.212 -1.488 1.309
H -5.037 0.457 -0.734 0.501 0.468 -0.325
H 3.848 3.485 1.164 -0.047 0.737 -0.643
H 4.522 2.654 2.320 0.526 -0.712 1.784
```
Positions in Å, forces in eV/Å.

# 3
Formula: C3H10Cl2N2Si
Source: the OMol25 dataset
Level of theory: ωB97M-V with the def2-TZVPD basis set

For the LUMO energy, the calculation gives 0.699 eV. As for the charge: 0. For the energy above the lowest of the compared OMol25 structures with the same formula, charge and spin, the calculation gives 80.8 kJ/mol.

XYZ file:
```
18
Properties=species:S:1:pos:R:3:forces:R:3
C -0.588 -2.965 0.668 -0.892 -0.734 0.236
C 0.189 2.359 -1.349 1.493 0.499 -0.125
C -0.998 -1.536 0.334 2.970 1.460 -1.723
N 0.418 1.924 1.129 -0.619 -0.310 -1.483
N 0.795 1.620 -0.253 -1.104 -0.857 0.518
Si 0.916 -0.081 -0.252 -3.389 -1.760 0.379
Cl 2.195 -0.425 1.177 1.799 -0.999 1.353
Cl 1.422 -0.653 -2.100 0.446 -0.369 -0.962
H -1.550 -3.506 0.853 0.477 -0.052 -0.879
H 0.063 -3.529 -0.059 -0.773 0.723 0.738
H -0.229 -3.074 1.695 0.871 0.436 -0.252
H 0.304 3.384 -1.078 0.305 1.067 -0.133
H 0.783 2.145 -2.239 0.112 0.216 0.090
H -0.820 2.297 -1.678 -1.407 -0.962 0.449
H -1.325 -1.034 1.215 -0.683 0.430 0.426
H -1.647 -1.429 -0.555 0.231 -0.056 0.703
H -0.564 1.591 1.271 0.921 1.388 0.109
H 0.637 2.911 1.221 -0.757 -0.118 0.557
```
Positions in Å, forces in eV/Å.

# 4
Formula: C3H3Li2O3Pm
Source: the OMol25 dataset
Level of theory: ωB97M-V with the def2-TZVPD basis set

Its multiplicity is 5. For the LUMO energy (alpha / beta), the calculation gives -8.109 / -7.992 eV. As for the charge: +2. Its expectation value of S² is 6.0205. For the energy above the lowest of the compared OMol25 structures with the same formula, charge and spin, the calculation gives 83.9 kJ/mol.

XYZ file:
```
12
Properties=species:S:1:pos:R:3:forces:R:3
O -0.292 -0.143 0.714 -0.545 -0.831 -0.823
C -1.538 0.403 0.594 0.581 0.820 -0.932
C 0.869 0.707 0.419 1.255 -0.945 1.708
O -2.312 -0.490 0.185 -1.366 -1.334 0.053
C 1.707 0.201 -0.613 -1.298 2.516 -0.760
Li -4.246 -0.582 -0.274 0.476 0.283 0.223
H 1.299 0.752 1.427 0.476 0.355 -0.442
H 2.725 0.609 -0.535 -0.054 -0.826 0.262
H 1.366 0.414 -1.639 -0.013 -1.452 0.271
Li -0.787 2.473 0.374 0.287 -0.135 0.121
Pm -0.260 -2.520 0.110 4.265 2.347 -2.004
O 1.468 -1.824 -0.761 -4.063 -0.797 2.323
```
Positions in Å, forces in eV/Å.

# 5
Formula: C41H43Br2Cl2F4N3O4RbS2
Source: the OMol25 dataset
Level of theory: ωB97M-V with the def2-TZVPD basis set

For the LUMO energy, the calculation gives 1.640 eV. As for the charge: -1. For the energy above the lowest of the compared OMol25 structures with the same formula, charge and spin, the calculation gives 205.6 kJ/mol.

XYZ file:
```
102
Properties=species:S:1:pos:R:3:forces:R:3
Rb -1.699 0.418 0.129 0.101 0.591 0.166
C 0.946 -3.322 2.703 -0.510 -0.304 0.381
C -0.502 -2.850 2.802 -1.827 0.367 -0.376
N -0.779 -1.532 3.382 1.536 0.341 0.402
C 0.089 -1.148 4.522 -0.435 -0.109 -0.161
C 1.086 -0.039 4.196 0.306 -0.018 0.296
C -2.185 -1.233 3.564 -0.344 -0.002 -0.099
C -2.583 0.177 4.097 -0.106 -0.847 0.453
N -1.972 1.201 3.314 -0.135 -0.226 -0.729
C -2.255 2.459 3.596 0.001 0.197 -0.203
C -1.658 3.502 2.779 -0.522 -0.313 0.984
F -0.838 3.097 1.776 -0.220 0.233 0.355
C -1.895 4.840 3.013 0.069 -0.593 -0.417
F -1.326 5.700 2.110 -0.468 -0.022 0.858
C -2.679 5.278 4.103 0.293 -0.339 -0.164
C -3.212 4.270 4.926 0.207 1.001 -0.178
F -3.843 4.672 6.079 -0.102 -0.271 -0.618
C -3.111 2.925 4.654 0.524 0.681 -0.625
F -3.862 2.052 5.376 0.039 0.181 0.368
H 0.904 -4.237 2.075 0.341 0.411 0.428
H 1.309 -3.582 3.727 0.096 0.191 -0.978
H 1.585 -2.575 2.208 -0.135 -0.250 0.301
H -1.153 -3.594 3.321 0.576 -0.196 0.148
H -0.969 -2.864 1.785 0.441 0.203 0.356
H 0.634 -1.996 4.940 0.071 -0.350 -0.250
H -0.540 -0.860 5.366 -0.106 0.315 -0.104
H 1.828 -0.376 3.451 -0.256 0.066 0.219
H 1.635 0.221 5.133 -0.299 0.017 -0.643
H 0.563 0.832 3.789 0.073 -0.119 0.153
H -2.684 -1.980 4.209 0.067 -0.128 0.251
H -2.664 -1.387 2.584 -0.013 0.195 -0.053
H -2.301 0.270 5.194 -0.363 -0.324 -0.927
H -3.722 0.156 4.060 1.074 0.052 0.102
H -2.866 6.335 4.290 0.149 -0.375 0.046
Cl -3.328 -1.399 -3.328 0.596 -0.897 0.814
C -2.719 -2.869 -2.438 0.276 -0.106 -1.641
Cl -0.957 -2.822 -2.060 -0.679 0.211 -0.022
H -2.862 -3.736 -3.110 0.066 0.626 0.423
H -3.271 -3.012 -1.536 -0.220 0.139 0.511
O 0.255 0.362 -2.790 0.409 -1.048 0.904
S 0.720 1.131 -3.939 -0.913 1.272 -2.058
C 2.447 1.584 -3.810 0.958 0.679 -0.061
C 3.248 0.574 -3.026 0.452 -0.174 0.357
C 4.450 1.150 -2.251 0.382 -0.910 0.427
C 4.212 1.717 -0.854 0.258 -0.101 0.573
S 3.360 0.668 0.415 0.652 0.634 0.069
O 1.918 0.695 0.128 -0.720 -0.198 -0.286
C 3.995 -0.916 -0.082 0.319 -1.376 -0.763
C 3.147 -1.841 -0.698 -0.890 0.301 0.414
C 3.601 -3.133 -1.024 -1.056 0.750 -0.361
C 4.889 -3.473 -0.710 0.987 -0.523 -0.095
C 5.781 -2.551 -0.129 -0.854 -0.922 -0.231
C 5.330 -1.285 0.163 -0.362 0.306 0.049
C 0.968 0.054 -5.373 -0.331 -0.629 -0.171
C 1.005 -1.325 -5.229 0.143 0.212 0.439
C 1.055 -2.145 -6.342 -0.200 0.217 -0.311
C 0.918 -1.572 -7.604 0.091 -0.166 -0.302
C 0.930 -0.194 -7.785 -0.403 0.475 0.089
C 0.971 0.612 -6.642 0.429 0.476 -0.289
H 2.408 2.558 -3.316 0.134 0.014 0.184
H 2.879 1.758 -4.825 -0.605 -0.117 0.645
H 3.687 -0.163 -3.705 -0.389 -0.103 -0.005
H 2.542 0.070 -2.358 0.288 -0.050 0.011
H 4.925 1.921 -2.828 0.175 0.645 -0.460
H 5.230 0.362 -2.208 -0.464 0.280 0.228
H 3.581 2.606 -0.876 -0.156 0.006 0.050
H 5.144 2.020 -0.315 -0.451 -0.249 -0.674
H 2.079 -1.549 -0.846 0.996 -0.232 -0.010
H 2.917 -3.820 -1.561 0.560 0.400 0.580
H 5.237 -4.481 -0.947 -0.008 0.280 0.122
H 6.768 -2.912 0.135 0.075 0.361 -0.080
H 6.021 -0.583 0.587 0.182 0.393 0.326
H 0.982 -1.693 -4.216 0.016 -0.355 0.152
H 1.169 -3.222 -6.271 -0.226 0.109 0.193
H 0.766 -2.229 -8.450 0.255 0.009 -0.147
H 0.815 0.271 -8.790 0.239 -0.503 0.916
H 1.067 1.697 -6.719 -0.382 -0.168 -0.163
Br -5.353 -2.212 0.401 0.208 -0.043 -0.227
C -4.666 -3.851 1.038 0.366 -1.664 0.962
C -4.919 -4.184 2.401 0.585 0.471 -1.479
C -4.370 -5.358 2.865 -0.742 0.217 0.838
C -3.673 -6.200 2.017 0.385 -1.298 1.274
C -3.561 -5.846 0.718 0.459 0.158 -2.344
N -4.015 -4.681 0.220 -0.692 0.945 0.392
H -5.475 -3.493 3.011 -0.067 -0.036 0.196
H -4.577 -5.637 3.899 0.307 0.024 -0.228
H -3.234 -7.145 2.396 -0.410 0.727 -0.370
H -3.107 -6.510 -0.064 -0.275 0.626 1.011
Br 1.893 7.706 -0.650 0.117 0.731 -0.081
C 0.503 6.474 -0.922 -1.142 -0.684 -0.340
C -0.833 6.817 -1.209 -0.010 0.257 0.281
C -1.810 5.815 -1.269 0.774 -0.666 0.304
C -1.411 4.474 -1.117 -0.621 -0.276 -0.891
C -0.079 4.130 -0.912 -0.030 0.929 0.307
C 0.868 5.145 -0.780 -0.325 -0.486 0.015
C -2.393 3.299 -1.244 -0.045 -1.040 -0.712
O -2.973 3.002 -0.168 0.028 -0.061 -0.694
O -2.423 2.663 -2.360 0.163 1.132 1.874
H -1.150 7.858 -1.339 0.358 -0.343 0.141
H -2.883 6.026 -1.367 0.612 0.119 -0.137
H 0.190 3.095 -0.727 0.084 0.071 -0.198
H 1.888 4.904 -0.526 0.160 -0.034 0.015
```
Positions in Å, forces in eV/Å.

Computed energy (eV) in order:
-20744.6870, -23454.3294, -39176.4875, -26248.2338, -254199.6125